Record 1
Below is a structure of composition C19H44ClNP2Rh in a non-equilibrium geometry, with properties calculated with wB97M-V/def2-TZVPD.

```
! wB97M-V def2-TZVPD RIJCOSX def2/J DEFGRID3
* xyz -1 5
Rh 1.818 -0.258 -0.539
Cl 1.785 -1.039 1.579
P -2.731 -1.945 0.679
P 2.154 1.885 -0.836
N 0.987 -2.994 -1.739
C -3.721 -1.971 -0.843
C -2.220 -0.230 2.786
C 0.240 3.085 0.841
C 0.938 -1.820 -1.625
C -4.570 -3.227 -1.039
C -1.253 -4.274 0.338
C -1.447 -3.436 2.695
C -3.344 -0.678 1.830
C 3.828 1.971 -0.023
C 2.141 2.027 -2.669
C 2.719 0.770 -3.307
C -4.638 -1.101 2.528
C 4.617 0.686 -0.322
C 2.018 4.611 -0.120
C 2.750 3.328 -3.196
C 1.169 3.352 -0.347
C -2.170 -3.553 1.344
C -2.767 -1.700 -2.022
C 3.641 2.111 1.495
H -1.693 -4.364 -0.663
H -2.185 -0.860 3.683
H -3.584 0.172 1.165
H 2.185 0.582 -4.247
H -0.562 2.389 0.562
H -5.207 -3.068 -1.917
H -2.275 -0.728 -1.905
H 3.223 3.075 1.806
H 2.579 -0.138 -2.681
H -1.019 -5.283 0.708
H 2.793 3.279 -4.291
H -4.399 -1.107 -0.721
H -5.222 -3.416 -0.176
H -2.095 -3.049 3.490
H 2.142 4.203 -2.936
H -0.303 -3.734 0.237
H -3.116 -4.111 1.462
H -5.469 -1.168 1.813
H 0.604 -0.728 -1.820
H -3.324 -1.693 -2.965
H 2.996 1.292 1.848
H -1.234 -0.251 2.302
H -4.898 -0.334 3.268
H 3.771 3.482 -2.821
H 3.787 0.894 -3.525
H 3.959 -0.214 -0.227
H 4.356 2.850 -0.423
H -1.088 -4.429 2.997
H 1.056 2.060 -2.867
H 5.414 0.584 0.429
H -3.954 -4.116 -1.222
H 2.584 4.551 0.817
H 0.779 2.662 1.703
H -2.413 0.801 3.107
H 0.747 0.818 0.000
H -4.540 -2.067 3.044
H 2.720 4.808 -0.941
H -1.990 -2.471 -2.087
H -0.228 4.030 1.152
H 0.536 3.521 -1.236
H 4.621 1.993 1.985
H -0.565 -2.787 2.601
H 5.063 0.701 -1.323
H 1.337 5.470 -0.048
*
```

Results
Molar mass, g mol⁻¹: 486.88
Kohn-Sham gap (alpha / beta), eV: 2.69 / 4.84
⟨S²⟩: 6.0103


Record 2
Below is a cluster of 9 separate species, C19H44N4O7S in total in a non-equilibrium geometry, with properties calculated with wB97M-V/def2-TZVPD.

```
! wB97M-V def2-TZVPD RIJCOSX def2/J DEFGRID3
* xyz 1 2
S 0.124 2.694 -4.696
O -4.774 1.825 0.112
O -0.866 -2.391 -0.051
O -3.052 -2.094 1.790
O -0.541 1.698 -5.584
O 0.253 4.108 -5.093
O -0.562 2.557 -3.176
O 3.284 4.209 -1.163
N 2.321 -0.123 -0.513
N 2.822 -1.637 -5.455
N 2.055 -4.361 3.982
N 1.540 0.399 4.044
C 0.263 -4.169 -1.082
C -3.262 -1.215 2.821
C -1.541 3.493 -1.171
C 1.159 -3.703 3.845
C 1.419 0.042 0.153
C -1.112 -3.560 -0.830
C -0.047 -2.955 3.599
C -0.784 3.797 -2.452
C 0.269 0.227 1.042
C -4.954 0.684 -2.081
C 1.786 1.927 -4.195
C 3.358 -1.414 -4.429
C -4.266 0.814 -0.679
C 4.035 -1.135 -3.207
C 1.924 -0.242 4.889
C 4.729 2.407 -0.492
C 3.255 2.939 -0.550
C -3.601 -2.082 4.092
C 2.447 -1.077 6.029
H 0.115 4.403 -2.348
H 3.209 -1.758 5.651
H 0.098 -1.884 3.737
H 5.069 -0.805 -3.307
H -2.309 -0.709 2.974
H 0.285 -0.610 1.741
H 4.817 1.540 0.163
H -3.625 -1.431 4.966
H 3.663 -0.242 -2.705
H 2.768 -0.430 6.846
H 0.384 1.162 1.590
H 3.765 4.836 -0.617
H 3.920 -1.964 -2.509
H -2.834 -2.847 4.215
H 2.510 2.287 -1.004
H 0.730 -4.605 -0.198
H -4.601 -2.505 4.185
H 5.148 2.137 -1.461
H -0.682 0.140 0.515
H -6.038 0.645 -1.976
H -4.769 1.609 -2.627
H 1.984 1.089 -4.862
H -0.942 2.849 -0.527
H -3.178 0.876 -0.680
H -4.153 1.987 0.826
H -4.496 -0.095 -0.124
H 2.498 2.753 -4.183
H -1.816 -4.291 -0.431
H 1.568 -1.677 6.264
H 0.971 -3.520 -1.598
H -1.373 -2.416 0.764
H -1.483 -3.333 -1.830
H -1.532 4.343 -3.027
H -2.429 2.928 -1.454
H -0.775 -3.241 4.358
H -1.827 4.358 -0.573
H 3.103 3.112 0.516
H -4.016 -0.445 2.658
H 1.760 1.764 -3.117
H -0.221 -3.104 2.533
H 0.130 -4.984 -1.792
H -4.566 -0.143 -2.674
H 5.370 3.083 0.074
H -3.877 -2.523 1.552
*
```

Results
Molar mass, g mol⁻¹: 472.65
Kohn-Sham gap (alpha / beta), eV: 8.15 / 1.91
⟨S²⟩: 0.7544